ORCA calculation (ωB97M-V/def2-TZVPD) on a 3-piece molecular cluster, C33H56ClF6N4O7PS overall in a non-equilibrium geometry.

XYZ file:
```
109
Properties=species:S:1:pos:R:3:forces:R:3
C 1.345133 2.865988 1.417073 -0.083 0.024 0.092
C 2.468486 1.917719 1.009807 -0.111 0.211 -0.140
O 2.213017 0.561030 1.459309 0.044 0.148 0.015
P 3.401683 -0.127670 2.272898 0.144 0.192 0.425
O 3.789789 0.520192 3.539508 -0.093 -0.275 -0.648
C 2.901324 -1.845501 2.436511 -0.142 -0.082 -0.278
C 2.071561 -2.455574 1.287598 0.147 -0.059 0.070
C 0.561228 -2.399390 1.539993 0.137 -0.132 0.218
C -0.266195 -2.563460 0.273738 -0.375 -0.311 -0.106
F 0.203765 -1.588788 -0.629408 -0.122 -0.038 0.159
C -0.098744 -3.943041 -0.394453 -0.148 0.205 0.019
C -1.140552 -5.014637 -0.055678 0.139 -0.280 -0.023
C -1.075982 -5.645570 1.349153 0.090 0.045 -0.036
C -1.467527 -7.126795 1.268561 -0.088 0.149 0.250
C -1.959736 -4.932231 2.371702 0.000 -0.043 0.177
O -1.621071 -2.304416 0.579574 0.298 0.283 -0.008
C -2.470642 -1.642166 -0.355944 -0.095 -0.274 -0.060
C -2.440954 -2.198219 -1.778884 0.246 0.204 -0.267
C -3.317182 -1.401553 -2.760122 0.162 -0.313 -0.073
C -2.825897 -1.590251 -4.206851 -0.090 0.016 0.187
C -1.751174 -0.585648 -4.638788 0.148 -0.022 -0.197
C -0.304542 -0.928510 -4.256827 0.057 -0.016 0.259
N 0.002622 -2.348334 -4.422882 -0.234 -0.014 0.159
C -3.897473 -1.683521 0.220542 -0.209 -0.216 0.098
Cl -4.752732 -3.220634 -0.237830 0.049 -0.114 -0.002
O -3.944165 -1.631995 1.626798 0.333 0.702 0.009
C -4.967121 -0.881246 2.223633 -0.160 -0.426 -0.124
C -6.398157 -1.055960 1.666304 -0.258 0.015 0.243
C -6.858728 -0.120820 0.568315 0.078 -0.067 -0.432
N -6.757004 -0.438219 -0.656585 -0.051 0.118 0.388
S -4.568042 0.887766 2.283077 -0.071 0.311 -0.118
O -3.905204 1.286230 1.072642 -0.054 -0.050 0.297
O -5.724664 1.592580 2.774989 0.297 -0.242 -0.163
C -3.388595 1.019806 3.732164 -0.192 -0.182 -0.225
F -3.215380 2.321986 3.920329 0.125 0.435 0.015
F -4.033044 0.498228 4.786606 -0.115 -0.031 0.276
C -2.017555 0.327599 3.621589 -0.489 0.396 -0.216
F -2.157295 -0.961190 3.777807 -0.231 -1.346 0.094
F -1.470652 0.570093 2.455062 0.409 0.231 -1.007
F -1.217629 0.774708 4.556628 0.634 0.524 0.959
O 4.622004 -0.148421 1.231264 -0.036 0.075 -0.029
C 4.472117 -0.383701 -0.176898 0.113 0.005 -0.203
C 5.127623 -1.691730 -0.579978 -0.126 0.098 0.006
H 1.743079 3.723022 1.964395 -0.064 -0.016 -0.145
H 0.780898 3.225567 0.554483 0.093 0.014 0.072
H 0.640038 2.369193 2.080369 0.043 -0.138 0.023
H 3.420263 2.267982 1.415291 -0.033 -0.121 0.034
H 2.566649 1.878239 -0.078419 -0.009 -0.064 0.096
H 2.395549 -1.951545 3.398040 0.126 -0.103 0.014
H 3.873348 -2.348617 2.473245 -0.132 -0.053 0.321
H 2.329589 -1.962769 0.351346 -0.161 -0.017 -0.018
H 2.372596 -3.501803 1.176646 -0.003 0.080 -0.003
H 0.289539 -1.465889 2.028942 -0.069 0.176 -0.138
H 0.315965 -3.208460 2.237323 -0.160 0.123 -0.092
H -0.116252 -3.781241 -1.474529 0.077 0.005 0.020
H 0.886497 -4.338461 -0.129935 0.005 0.088 -0.159
H -0.956548 -5.819234 -0.779513 -0.061 0.072 0.041
H -2.157001 -4.660526 -0.244945 0.077 0.030 0.033
H -0.030870 -5.597655 1.689787 -0.085 0.014 0.029
H -2.375803 -7.244085 0.670086 0.067 -0.030 -0.027
H -0.666070 -7.726530 0.833054 -0.107 -0.005 -0.097
H -1.689956 -7.521653 2.265217 0.108 -0.018 -0.091
H -3.013654 -5.024047 2.090405 0.047 0.049 -0.033
H -1.840672 -5.389560 3.360341 -0.015 0.010 -0.095
H -1.737059 -3.870090 2.469391 -0.064 -0.027 -0.095
H -2.200605 -0.579864 -0.440635 0.043 -0.065 0.331
H -2.700771 -3.258904 -1.806637 -0.050 0.154 0.052
H -1.418699 -2.126297 -2.142591 0.043 -0.003 0.095
H -3.275284 -0.336505 -2.499887 -0.159 -0.034 -0.019
H -4.353022 -1.741544 -2.691461 -0.016 0.174 0.140
H -3.668456 -1.526904 -4.901942 0.031 0.112 0.113
H -2.433310 -2.607844 -4.290900 -0.036 0.050 -0.125
H -1.805626 -0.450876 -5.726260 0.046 -0.102 0.076
H -1.970238 0.396852 -4.206564 -0.060 -0.029 -0.106
H 0.374374 -0.284251 -4.830564 -0.097 0.069 0.000
H -0.138071 -0.685633 -3.200557 -0.010 -0.040 -0.074
H 0.969274 -2.544426 -4.206503 0.043 -0.002 -0.108
H -0.205716 -2.675417 -5.357203 0.133 0.037 -0.064
H -4.484686 -0.881309 -0.218575 0.005 -0.134 -0.150
H -4.972761 -1.172726 3.276895 0.043 -0.084 -0.099
H -6.485847 -2.094965 1.342170 0.056 0.153 -0.048
H -7.076002 -0.913726 2.513521 0.086 -0.001 -0.075
H -7.287087 0.828619 0.902857 0.019 -0.080 -0.024
H -7.128519 0.302827 -1.250592 0.002 -0.019 0.028
H 3.418851 -0.374856 -0.468564 0.005 0.015 0.117
H 4.948710 0.455362 -0.693233 0.031 -0.061 0.123
H 5.097210 -1.780602 -1.670085 0.066 -0.032 0.097
H 4.592574 -2.545307 -0.157319 0.076 0.038 0.008
H 6.165523 -1.720268 -0.244684 -0.061 -0.008 -0.049
N 3.203011 7.535668 0.298105 -0.018 0.038 0.004
C 2.215712 8.356670 -0.175494 0.019 -0.016 0.013
C 1.087573 8.123307 0.564140 0.008 -0.022 -0.001
C 1.408135 7.120489 1.520347 -0.041 0.012 0.001
C 2.719767 6.780274 1.330772 0.045 -0.031 -0.013
H 4.137074 7.486221 -0.061657 -0.005 -0.056 -0.034
H 2.396916 9.031927 -0.993886 -0.009 0.001 -0.007
H 0.137497 8.613154 0.433792 -0.004 0.004 0.003
H 0.749686 6.697224 2.260172 -0.004 0.006 0.007
H 3.347641 6.067883 1.838199 -0.006 0.000 0.016
N 6.185621 7.224540 -2.394929 -0.040 0.017 0.022
C 6.427534 6.073945 -1.692190 -0.023 0.041 0.006
C 6.698725 5.082578 -2.595523 -0.012 -0.009 -0.020
C 6.617249 5.657751 -3.893510 0.002 -0.018 0.013
C 6.298822 6.979262 -3.736249 -0.005 -0.011 0.021
H 5.963064 8.115713 -1.992633 0.060 0.032 -0.014
H 6.392525 6.057246 -0.615835 0.034 -0.008 0.005
H 6.932600 4.059549 -2.353995 0.003 -0.004 0.001
H 6.776146 5.157468 -4.833686 0.002 -0.004 -0.004
H 6.146051 7.761124 -4.459697 -0.002 0.000 -0.007
```
Positions in Å, forces in eV/Å.

Computed properties:
Strongest force on any atom in eV Å⁻¹: 1.37
Electronic energy in eV: -104374.581
Lowest unoccupied orbital energy in eV: 0.46
Energy above the lowest of the compared OMol25 structures with the same formula, charge and spin in eV: 0.0000
Gap between HOMO and LUMO in eV: 8.9

=====

ORCA calculation (ωB97M-V/def2-TZVPD) on a 7-piece molecular cluster, C33H56FN2O12P2S overall.

XYZ file:
```
107
Properties=species:S:1:pos:R:3:forces:R:3
C -5.844920 2.180605 -2.679439 0.224 0.089 -0.092
C -4.413195 2.539548 -2.216318 -0.360 -0.553 -0.102
P -3.653538 3.520006 -3.554604 -0.122 0.656 -0.092
C -3.349175 2.203056 -4.801522 0.150 0.194 0.325
C -1.876325 3.878158 -3.061384 -0.375 -0.321 0.738
C -1.011305 2.708385 -2.783937 0.098 0.102 -0.095
N -0.072521 2.993334 -1.962395 0.112 -0.075 -0.106
C 0.932279 2.104318 -1.387547 -0.048 -0.101 0.515
C 0.801464 0.700659 -1.900674 0.147 0.122 0.114
F -0.406953 0.150629 -1.462081 0.034 0.212 -0.138
C -0.106249 4.433799 -1.634483 -0.019 0.694 -0.334
C -1.612634 4.703842 -1.730232 -0.020 -0.334 -0.660
N -2.334333 4.120683 -0.607328 0.224 0.217 0.180
P -1.996277 6.481229 -1.953679 0.464 0.586 0.520
S -1.303792 7.627120 -0.563356 -0.122 -0.189 -0.009
H -6.235062 2.923661 -3.378794 -0.080 0.044 0.065
H -5.867435 1.218907 -3.186276 -0.023 -0.062 -0.013
H -6.518537 2.139907 -1.829054 -0.073 -0.085 0.032
H -3.869509 1.611159 -2.017409 0.150 0.078 0.125
H -4.450191 3.105797 -1.295768 0.067 0.169 -0.006
H -3.081687 1.256219 -4.330412 -0.022 -0.102 -0.078
H -4.261129 2.075011 -5.376522 0.017 -0.094 -0.142
H -2.543469 2.526141 -5.459190 -0.065 -0.052 -0.214
H -1.440978 4.446421 -3.891778 0.007 -0.119 -0.179
H -1.160167 1.715544 -3.187851 0.163 -0.019 0.097
H 1.920502 2.515263 -1.586287 0.001 -0.031 -0.167
H 0.790937 2.111598 -0.302471 -0.015 -0.013 0.005
H 0.843024 0.671931 -2.992538 -0.097 -0.131 0.009
H 1.604030 0.098798 -1.492051 0.159 -0.096 0.018
H 0.412367 4.714192 -0.722625 -0.238 -0.361 0.315
H 0.404109 4.968043 -2.443732 0.137 -0.117 0.003
H -2.814461 4.816856 -0.048708 -0.064 0.167 -0.062
H -1.680094 3.692211 0.033692 0.011 -0.124 0.129
H -3.382940 6.468722 -2.142694 -0.116 -0.101 -0.159
H -1.475893 6.728767 -3.231371 -0.143 -0.119 -0.216
O 1.088838 -4.759044 -5.370876 0.042 -0.006 -0.131
C 0.541120 -4.197809 -4.476684 -0.046 -0.145 0.143
O 0.846850 -2.909970 -4.139793 0.025 0.164 0.010
C 0.108444 -2.509893 -2.978512 -0.095 -0.180 0.045
C -1.102140 -3.436296 -2.923171 0.061 -0.146 -0.055
C -0.535929 -4.716864 -3.540394 -0.119 0.333 -0.006
H 0.750703 -2.624128 -2.101219 0.004 -0.005 0.045
H -0.164396 -1.467708 -3.085665 0.006 0.061 -0.102
H -1.500742 -3.556398 -1.918272 0.059 -0.013 0.020
H -1.897165 -3.042933 -3.558242 -0.007 0.018 0.007
H -0.059264 -5.359471 -2.798736 -0.001 -0.041 -0.006
H -1.268447 -5.293951 -4.096066 0.071 -0.124 -0.003
O 3.377909 1.587724 1.347364 -0.017 0.168 -0.144
C 3.011997 0.457508 1.219102 0.110 -0.164 0.153
O 1.698268 0.125848 1.316007 -0.192 0.018 -0.180
C 1.527246 -1.305052 1.184942 -0.005 -0.212 -0.016
C 2.775898 -1.790028 0.458881 0.106 0.104 0.080
C 3.829503 -0.790544 0.945095 -0.286 -0.086 -0.209
H 1.443109 -1.739801 2.179625 0.032 0.027 -0.004
H 0.603610 -1.493986 0.640621 -0.053 0.101 0.023
H 3.003106 -2.832465 0.670449 -0.020 0.001 0.070
H 2.647434 -1.684940 -0.622121 0.002 -0.056 -0.003
H 4.297931 -1.102446 1.879450 0.030 -0.006 0.007
H 4.601982 -0.579546 0.211161 0.114 0.057 0.109
O 3.174220 2.721436 -3.295164 -0.100 0.046 -0.011
C 3.070402 2.127972 -4.333759 0.144 -0.176 -0.004
O 2.014837 2.317642 -5.155223 -0.131 -0.052 0.014
C 2.088272 1.406873 -6.281258 0.048 -0.103 -0.113
C 3.557204 1.014654 -6.377277 0.032 0.040 0.110
C 3.993714 1.077807 -4.912889 -0.047 0.187 -0.321
H 1.445337 0.550390 -6.068060 0.013 -0.016 0.023
H 1.712897 1.921578 -7.160805 -0.023 0.084 0.046
H 3.705576 0.046412 -6.847665 -0.047 -0.035 0.041
H 4.102440 1.760156 -6.955717 -0.005 0.004 -0.022
H 3.815415 0.137273 -4.387046 0.025 -0.007 0.033
H 5.029860 1.372156 -4.775403 0.018 -0.058 0.132
O 1.923484 -5.510957 1.492265 -0.002 0.063 -0.151
C 1.363616 -5.109282 2.471371 -0.036 -0.152 0.055
O 1.741197 -3.968447 3.088176 -0.037 0.191 0.109
C 0.954591 -3.752779 4.289869 -0.059 -0.148 -0.141
C -0.315403 -4.564326 4.069515 0.009 -0.067 -0.093
C 0.193872 -5.725955 3.213323 -0.100 0.320 0.073
H 1.534320 -4.097734 5.140557 0.044 -0.011 0.057
H 0.773420 -2.689396 4.401840 0.088 0.065 -0.025
H -0.786884 -4.862015 5.002431 0.056 -0.021 0.032
H -1.035804 -3.976876 3.497640 -0.005 0.023 0.018
H 0.572875 -6.553979 3.814319 -0.002 -0.042 -0.017
H -0.540533 -6.103578 2.507960 0.062 -0.130 -0.021
O 0.634634 -2.720813 7.089638 -0.116 0.068 0.009
C 1.493189 -2.497014 7.894041 -0.051 -0.133 0.082
O 2.790294 -2.388790 7.536375 0.111 0.034 0.003
C 3.622361 -2.224486 8.702783 0.016 0.024 0.097
C 2.690807 -1.678441 9.779809 -0.104 -0.038 -0.051
C 1.358632 -2.322765 9.394037 0.242 0.237 -0.020
H 4.035662 -3.199681 8.965424 -0.015 -0.014 0.013
H 4.437569 -1.552933 8.448875 -0.015 0.004 -0.083
H 3.026270 -1.909639 10.787657 0.011 -0.059 -0.008
H 2.616042 -0.594553 9.688563 0.018 0.011 0.005
H 1.232050 -3.310893 9.839033 -0.050 -0.014 0.005
H 0.491010 -1.712786 9.626800 -0.092 -0.101 -0.001
O -2.472327 -1.640110 1.932897 -0.022 -0.091 0.015
C -2.689916 -0.468735 2.011777 0.132 0.121 -0.166
O -3.873119 0.083237 1.638331 0.021 -0.003 0.079
C -3.799227 1.516039 1.727521 0.086 0.113 -0.064
C -2.680434 1.807859 2.721738 0.031 -0.074 -0.117
C -1.745715 0.630477 2.460872 -0.164 0.161 0.308
H -3.547056 1.899899 0.733433 -0.087 0.027 0.006
H -4.770665 1.898855 2.027600 -0.054 -0.087 -0.012
H -2.218944 2.781448 2.562875 -0.015 0.018 -0.016
H -3.055973 1.779863 3.743955 -0.026 -0.023 0.003
H -1.048971 0.830440 1.643518 0.080 -0.065 0.025
H -1.186910 0.326178 3.341311 0.134 -0.122 -0.113
```
Positions in Å, forces in eV/Å.

Computed properties:
Strongest force on any atom in eV Å⁻¹: 0.91
Electronic energy in eV: -94805.504
Lowest unoccupied orbital energy in eV: -3.55
Gap between HOMO and LUMO in eV: 8.1
Net charge: +1

=====

- Look up the electronic energy of the second one.
  -94805.504 eV